Entry from the OMol25 dataset: a 2-piece molecular cluster, C6H6S overall at a distorted geometry (wB97M-V/def2-TZVPD).

```
13
Properties=species:S:1:pos:R:3:forces:R:3:mulliken_charge:R:1
C -0.56637 0.14517 -0.80505 -1.2671 0.9952 2.2780 0.153
C -0.76922 0.57990 0.45155 -0.8221 -0.5203 -2.8156 -0.188
C -1.98302 0.44697 -0.49845 2.1165 -1.1230 0.8470 -0.453
C 0.69433 -0.51898 -1.04276 1.5895 -2.0924 -0.2105 -0.553
C 0.32382 0.19242 1.28154 1.3098 2.6101 2.2597 -0.102
C 1.34311 -0.38979 0.34553 2.8404 0.3361 1.5100 -0.250
S 0.68139 -1.46142 1.68173 -0.0932 -0.3590 0.1187 -0.152
H -2.21181 1.35119 -0.87461 -1.3985 3.0217 -1.0807 0.203
H -2.78839 -0.22257 -0.51067 -0.9028 -1.3894 0.4480 0.280
H 0.67926 -1.61760 -1.35475 -0.2802 1.4461 0.2600 0.230
H 1.27298 0.01465 -1.77576 0.4119 0.1305 -0.4926 0.257
H 0.83131 1.64114 2.52529 -0.7468 -2.6156 -2.1054 0.210
H 2.49259 -0.16107 0.57643 -2.7575 -0.4398 -1.0166 0.366
```
Forces are in eV/Å.

## Properties
HOMO-LUMO gap (spin up / spin down) (eV): 8.2 / 8.2
Energy relative to the best compared isomer or geometry (same formula, charge and spin) (eV): 8.3346
Molecular weight (g/mol): 110.18
DFT total energy (eV): -17146.072